1.
ORCA calculation (wB97M-V/def2-TZVPD) on a cluster of 2 separate species, C11H14N2O in total in a non-equilibrium geometry.

```
28
Properties=species:S:1:pos:R:3:forces:R:3
H 0.6809 -0.2314 2.4261 -0.37 0.16 0.00
H 2.8869 -1.2649 0.2172 0.14 -0.01 -0.10
C 2.7414 -1.8183 -0.7151 -0.36 0.52 -0.04
N -0.8794 -2.3485 -0.7513 0.04 0.82 -0.20
H 0.0237 3.1273 -1.6820 -0.37 -0.15 -0.22
O -2.5543 2.6372 -1.8308 -0.63 0.11 0.63
H -3.4878 2.4696 -1.6021 0.59 0.14 -0.17
C 0.4694 2.1172 0.1246 -0.48 -0.42 -0.61
C 0.9107 0.8280 2.2573 0.80 -0.96 0.53
H 1.5231 2.1252 -0.1119 0.19 0.31 0.25
C 1.3064 -2.2286 -0.8188 0.21 -0.62 0.95
H -1.8143 -2.0585 -0.9997 0.07 -0.36 0.32
C 0.0111 1.4352 1.2379 -0.19 0.29 0.60
H 0.8613 1.3163 3.2260 -0.21 0.18 0.14
C -0.3431 -3.5922 -0.7522 -0.77 -0.29 0.28
C -0.4143 2.5919 -0.8482 0.73 0.16 0.33
C -2.2456 1.7313 0.4101 0.09 0.23 0.66
H -0.9911 -4.4512 -0.6232 0.31 -0.06 -0.26
H 2.9883 -1.1587 -1.5438 0.25 0.10 -0.04
H -3.2946 1.5387 0.5898 -0.20 0.10 -0.31
C 0.1797 -1.4680 -0.7576 0.13 0.61 -1.14
H 1.9770 0.7719 2.0238 -0.09 0.49 -0.47
C -1.3676 1.3491 1.4228 -0.35 -0.27 -0.96
H 0.0691 -0.4081 -0.9605 -0.19 -0.20 0.39
N 0.9560 -3.5603 -0.7537 0.24 -0.28 -0.07
C -1.7744 2.3667 -0.7286 0.13 -0.40 -0.66
H 3.4166 -2.6658 -0.7168 -0.10 -0.19 -0.07
H -1.8351 0.8488 2.2608 0.39 -0.02 0.26
```
Positions in Å, forces in eV/Å.

Properties
F_max = 1.358 eV/A
Total charge = 0
Frontier orbital gap = 9.0 eV
Relative energy (zero: lowest compared OMol25 entry of this formula, charge and spin) = 29.9 kcal/mol
Highest occupied orbital energy = -8.428 eV

2.
ORCA calculation (wB97M-V/def2-TZVPD) on the molecule C5H5ClF2 in a non-equilibrium geometry.

```
13
Properties=species:S:1:pos:R:3:forces:R:3
C 0.3254 0.6255 1.0223 0.46 1.70 2.25
Cl 1.3788 1.6446 -1.1271 0.38 0.40 -0.63
H -1.9618 0.2931 -0.7982 0.01 -0.05 -0.05
F 0.2113 -1.5453 1.9267 -0.01 0.28 0.12
C -0.5631 -1.1315 -0.3006 0.68 -3.43 1.75
C -0.0979 1.1978 -0.2373 -0.46 1.08 -0.65
H 0.1052 -1.9349 -0.7839 -0.73 1.59 0.43
C -0.9000 0.1005 -0.9597 -0.82 2.09 0.68
H -0.6995 0.1063 -1.9615 0.35 0.12 -2.69
H 0.7614 1.1912 1.8818 -0.38 -0.66 -1.06
H -0.6790 2.1012 -0.0699 0.08 0.18 -0.39
C -0.0086 -0.6163 0.9866 0.61 -3.35 0.61
F -1.7114 -1.8739 0.0539 -0.15 0.06 -0.37
```
Positions in Å, forces in eV/Å.

Properties
F_max = 3.907 eV/A
Total charge = 0
Frontier orbital gap = 11.1 eV
Relative energy (zero: lowest compared OMol25 entry of this formula, charge and spin) = 12.1 kcal/mol
Highest occupied orbital energy = -10.219 eV

3.
ORCA calculation (wB97M-V/def2-TZVPD) on a cluster of 9 separate species, C27H59Br4N5O11 in total in a non-equilibrium geometry.

```
106
Properties=species:S:1:pos:R:3:forces:R:3
C -11.2880 -0.5484 18.9128 -0.77 1.19 -1.40
H -19.6804 -5.8403 19.6967 0.19 -0.17 0.35
C -24.4947 -9.5688 22.4864 -0.38 -1.03 0.58
O -25.8663 -10.4075 20.1451 0.72 2.96 2.51
H -23.5402 -9.8516 22.0423 -0.21 -0.01 -0.47
C -27.1988 -8.6355 18.6871 1.35 1.90 -2.68
C -19.1941 4.2829 25.4775 0.75 0.94 -0.18
C -19.9776 6.1842 24.0240 1.45 0.01 2.98
H -26.8802 -9.5097 18.1192 0.30 -0.39 1.08
H -18.1571 4.4548 25.1890 -0.15 0.35 -0.27
H -11.9580 -6.9115 23.7424 0.74 -0.15 0.24
H -17.1633 -5.7878 9.1148 -1.07 -0.84 0.19
Br -12.3291 1.2628 16.8636 -0.36 -0.84 0.81
C -8.8443 -10.9159 24.7483 -0.45 0.63 -0.66
H -18.0089 -12.3397 12.8386 -0.16 0.17 -0.26
H -17.8999 -6.3328 13.3466 -0.26 0.15 -0.36
H -7.9378 -10.3616 24.9915 -0.24 0.21 0.20
H -18.2162 -12.6105 14.5395 -0.37 -0.47 0.05
C -21.4581 4.3403 24.6183 0.56 -1.81 -0.20
H -21.1715 3.3123 24.3967 -0.75 -0.57 0.61
H -13.3348 -0.6826 18.3441 -0.48 0.69 -0.37
H -21.8919 4.4276 25.6144 -0.16 -0.07 -0.02
O -20.0891 -5.9173 11.8671 3.27 -1.01 -1.71
H -23.9707 2.5986 16.3511 -0.18 -0.38 -0.80
N -20.1415 4.9459 24.5690 -0.50 -0.13 -0.59
O -19.6573 -11.1338 15.7907 -1.29 0.50 -3.34
H -16.3831 -4.8139 10.0946 0.64 -0.12 1.14
H -20.9494 6.5163 23.6271 0.43 0.38 -0.70
C -23.4947 1.8086 16.9319 -1.23 0.93 1.78
C -20.8239 -12.0237 12.4764 -0.36 0.11 0.84
H -8.7900 -11.9056 25.2019 -0.53 0.33 0.31
N -17.8390 -5.9388 11.2393 2.40 -0.18 0.19
H -20.3699 -12.1540 11.4941 0.54 0.25 0.27
C -29.3794 -4.8280 24.0273 -0.54 0.48 -1.03
H -30.9274 -2.5486 24.4744 -0.58 -0.02 -0.18
C -12.6469 0.1489 18.4974 1.67 -0.91 0.37
H -19.2871 4.7021 26.4794 -0.14 -0.07 0.16
N -19.9226 -11.8203 13.6055 1.95 -0.97 -1.83
C -20.2131 -11.0712 14.6470 0.52 0.13 3.76
H -12.9439 0.8382 19.2878 -0.16 -0.14 -0.30
H -29.1795 -9.1995 17.9906 0.14 -0.38 0.52
H -28.8969 -8.7015 19.7675 -0.79 -1.20 0.04
H -19.2796 3.1977 25.5334 -0.64 0.12 -0.28
O -26.4703 -8.2916 19.8850 -0.73 0.65 0.90
O -11.3889 -8.4398 25.1689 -0.32 -0.50 0.30
H -16.2945 -6.0682 12.6548 -0.02 -0.12 -0.17
C -28.3351 -2.7673 23.1331 1.27 3.52 -0.59
H -23.1128 2.4153 17.7530 0.89 -0.38 0.15
C -21.1327 1.4478 16.1292 -1.60 0.15 0.37
H -22.2145 -0.5474 14.9722 -0.25 -0.28 -0.13
H -21.0740 -10.4233 14.4207 0.01 0.17 0.41
H -12.5479 -6.6111 26.5291 0.55 -0.91 0.01
C -30.6881 -2.8417 23.4522 0.04 0.55 -0.60
O -18.9690 6.8497 24.2734 -1.25 -0.33 -1.37
H -28.4085 -5.3172 23.9489 0.03 0.29 0.51
H -21.5667 -4.6593 21.0501 0.13 -0.09 -0.65
C -10.3349 -9.0232 24.5568 -1.03 -0.44 0.66
C -28.6875 -8.5443 18.7094 -0.98 0.21 1.87
N -29.3731 -3.4735 23.4689 -2.77 -1.27 0.15
O -25.2806 -8.6802 21.7420 -1.33 0.23 -3.48
H -21.3306 -12.9576 12.7197 -0.55 0.03 -0.41
C -23.0305 -0.1245 15.5785 -0.90 0.12 1.22
H -24.2489 1.1932 17.4225 -0.24 0.03 -0.38
Br -20.2780 -3.0321 22.3341 -0.01 -0.38 -0.26
H -29.2218 -7.5967 18.6404 0.91 0.64 -0.67
Br -11.3880 -1.1174 20.7667 0.22 0.22 -0.47
H -13.1176 -8.1546 24.0094 0.28 -0.46 0.02
C -19.1169 -6.1248 11.0693 -4.54 0.84 -0.04
H -13.3570 -5.7382 25.4722 0.11 0.05 -1.39
O -28.3841 -1.5198 22.9165 0.69 -3.17 0.20
H -8.8546 -11.0488 23.6665 -0.10 0.08 0.01
H -20.5696 -3.5176 19.9449 -0.74 -0.23 0.00
C -18.7293 -12.6841 13.5806 -0.43 0.59 0.10
C -19.5017 -5.2473 20.5936 0.40 0.90 0.97
C -17.3429 -5.7764 12.5928 0.57 1.01 -0.06
H -17.3850 -4.7011 12.7662 0.03 0.01 0.76
H -22.2162 4.4810 23.8479 0.40 1.17 -0.12
C -16.8158 -5.8129 10.1477 -1.08 -0.31 0.26
C -25.8731 -9.2288 20.5717 0.66 -3.09 -0.31
H -29.8519 -4.7592 25.0072 0.62 -0.30 0.34
O -9.7479 -8.5618 23.6386 0.85 0.34 -1.12
H -21.5095 -11.1777 12.4282 -0.20 -0.22 -0.03
H -26.8170 -7.8203 18.0725 -0.09 0.05 -0.41
H -10.5191 0.1765 18.6454 0.34 0.01 1.09
H -31.4426 -3.4185 22.9172 -0.02 -0.94 0.81
H -20.6002 1.0353 15.2723 -0.25 -0.61 0.27
H -30.0684 -5.4232 23.4281 -0.02 -0.14 -0.11
H -19.0724 -13.6715 13.2719 0.34 -0.26 0.45
O -10.0703 -10.2121 25.1625 0.61 0.08 0.08
C -12.3587 -7.5618 24.5200 0.34 0.22 -0.48
H -25.1714 -10.4158 22.5998 0.78 -0.57 0.57
Br -17.6400 -4.4293 20.3942 -1.45 -0.53 -0.04
H -19.2941 -6.4146 10.0220 -0.49 -0.02 -0.06
H -11.0386 -1.3963 18.2747 -0.46 -0.22 0.27
H -30.7216 -1.9836 22.7809 0.79 0.42 0.55
H -27.4535 -3.4246 23.0787 0.50 0.59 -0.05
N -22.5687 0.9698 16.2842 2.00 -0.33 -1.83
C -13.0720 -6.7838 25.5891 -0.91 0.69 1.60
H -24.2553 -9.0931 23.4374 -0.35 0.04 -0.05
H -16.1547 -6.6714 10.2658 0.53 0.57 -0.12
H -21.1015 2.5212 15.9424 -0.37 0.12 0.09
C -20.6062 -4.2240 20.7742 1.11 1.19 0.16
H -14.0181 -7.2654 25.8360 0.11 -0.17 0.22
H -20.6389 1.2831 17.0869 0.30 -0.20 -0.24
H -19.4571 -5.7509 21.5593 0.37 -0.69 -0.55
O -24.1670 -0.5956 15.6888 1.82 0.82 -0.50
```
Positions in Å, forces in eV/Å.

Properties
F_max = 4.618 eV/A
Total charge = 0
Frontier orbital gap = 9.5 eV
Relative energy (zero: lowest compared OMol25 entry of this formula, charge and spin) = 56.6 kcal/mol
Highest occupied orbital energy = -9.195 eV

4.
ORCA calculation (wB97M-V/def2-TZVPD) on a cluster of 2 separate species, C16H36ClP in total in a non-equilibrium geometry.

```
54
Properties=species:S:1:pos:R:3:forces:R:3
H -1.5812 1.7635 1.5578 -0.22 -0.53 -0.69
H 2.5417 -4.2616 -0.3598 -0.04 -0.35 -0.24
C 0.8808 0.1311 3.3263 0.31 0.24 0.84
H 1.7345 2.0620 3.0230 -0.18 0.90 -0.11
H -4.0396 -1.1624 2.3214 0.02 -0.59 -0.66
C -4.3645 -0.1381 2.2831 0.21 0.90 1.41
H 0.9254 -1.4735 1.9741 0.28 -0.11 -0.13
H 2.4801 -0.6924 2.2801 0.17 -0.28 -0.10
H 0.9476 -3.5031 -2.8504 0.25 -0.44 -0.38
H -1.3145 -0.9026 1.7876 0.45 -0.01 -0.08
C -0.5739 1.0083 -1.5279 0.23 -0.29 0.20
H 1.6593 -1.2794 -2.4338 -0.15 0.04 0.29
H 2.1656 0.2196 0.1325 -0.05 -0.20 0.16
H 1.1586 1.4207 0.9004 0.21 -0.66 0.48
P -0.1608 -0.1000 -0.1684 1.14 -1.06 -0.30
H 2.7410 -3.4533 -2.5439 -0.24 0.16 -0.44
H -3.3689 1.7438 3.0042 -0.49 0.08 -0.35
H -0.1109 0.4948 3.1341 -0.66 0.29 0.03
Cl -0.0427 3.3209 0.6378 0.25 0.35 0.04
C 1.4244 -0.5043 2.1033 0.24 -0.67 -1.25
C -3.1462 0.7614 2.5888 0.07 -0.08 -1.11
H 0.7907 -0.6758 4.0756 0.12 0.53 0.06
H -2.8640 1.2395 0.4210 -0.29 0.51 0.20
H 1.1602 2.6017 -5.2689 0.26 -0.28 -0.28
H -4.7822 0.1957 1.3448 -0.17 -0.39 -0.41
C 0.1012 -1.7623 -0.9410 0.27 -0.53 0.30
C 1.7675 1.3011 3.7717 0.04 -1.49 0.74
H -2.1883 -1.0005 0.3151 -0.46 0.00 -0.02
H 0.8381 -4.4227 -0.3428 -0.62 0.53 -0.04
H 2.3089 -1.7013 -0.8679 -0.25 -0.10 0.08
H 2.8072 0.9743 3.8789 -0.02 -0.10 -0.16
H -0.7362 -1.8700 -1.6836 0.81 -0.10 0.53
H -1.4636 0.5218 -1.9517 0.00 0.42 -0.14
H 0.6563 0.4968 -3.2564 0.10 -0.27 -0.04
C -1.5726 -0.3178 0.9017 -0.11 -0.71 -0.01
H -0.1497 3.3371 -2.6226 -0.54 -0.32 -0.20
H -0.7701 1.9618 -1.0350 -0.55 0.03 0.15
H 1.9332 3.3628 -3.8489 0.27 0.41 -0.50
C -2.2852 0.9453 1.2939 -0.18 0.91 1.52
H 0.5910 4.1775 -4.7631 0.08 -0.05 0.30
C 1.6764 -4.4113 -1.0237 0.52 -0.18 0.79
H 1.6571 -5.4136 -1.4093 0.47 -0.52 -0.33
H -5.1692 -0.0965 3.0306 0.25 0.28 -0.05
H -0.8304 2.2074 -3.9046 -0.47 0.35 0.28
C 0.5176 1.3236 -2.5638 -0.08 -0.41 -0.25
C 0.0488 2.5403 -3.3546 0.60 1.19 -0.69
H 1.4522 1.4530 -2.0266 0.28 0.41 -0.07
C 1.0064 3.2329 -4.4079 -0.47 -1.19 1.51
C 1.7410 -3.3699 -2.1161 -0.72 0.22 0.65
H 1.4729 1.5864 4.7774 -0.17 0.70 -0.14
H -0.0158 -2.5720 -0.1573 -0.14 1.05 -0.75
C 1.5190 -1.9617 -1.5840 -0.27 0.70 -0.13
C 1.3055 0.3079 0.8048 -0.32 1.19 -0.68
H -2.4801 0.3531 3.3441 0.01 -0.48 0.16
```
Positions in Å, forces in eV/Å.

Properties
F_max = 1.983 eV/A
Total charge = 0
Frontier orbital gap = 8.3 eV
Highest occupied orbital energy = -7.855 eV

Q: What is the F_max in the first record?
A: 1.358 eV/A